Entry 1:
The following is a DFT calculation (the ωB97M-V functional and the def2-TZVPD basis) of C46H46FN5O6SSr as an isolated structure.

Geometry as XYZ:
```
106
Properties=species:S:1:pos:R:3:forces:R:3:lowdin_charge:R:1
Sr 0.903437 -0.188826 0.624347 0.1720 0.1879 0.1698 1.53
O 2.852963 1.041361 1.377793 -0.1021 -0.0313 -0.0004 -0.23
C 3.663734 1.969904 1.062671 0.0306 0.0230 0.0115 -0.41
C 4.846731 2.195672 1.835581 -0.0302 0.0056 0.0111 -0.04
C 5.729359 3.204337 1.548340 -0.0146 -0.0017 0.0094 -0.11
C 5.513951 4.074982 0.468280 0.0026 -0.0004 -0.0116 -0.13
C 4.395583 3.878648 -0.305396 -0.0016 -0.0005 0.0129 -0.08
C 3.468796 2.852243 -0.052198 -0.0025 -0.0033 -0.0035 -0.15
C 2.342175 2.772452 -0.955559 0.0097 0.0073 -0.0012 -0.12
N 1.400116 1.908937 -0.985407 -0.0668 -0.0364 -0.0350 -0.04
C 0.347203 2.142494 -1.962798 0.0146 0.0122 -0.0132 -0.23
C -0.241116 0.832097 -2.470988 0.0103 -0.0234 0.0059 -0.22
N -0.871152 0.110051 -1.376605 -0.0458 -0.0404 -0.0226 -0.02
C -2.091805 -0.211779 -1.514253 0.0379 0.0448 -0.0146 -0.11
C -2.959405 -0.877786 -0.545369 -0.0070 -0.0007 0.0717 -0.12
C -4.274124 -1.112474 -0.956444 0.0189 0.0177 -0.0164 -0.06
C -5.232085 -1.680734 -0.137014 0.0024 0.0018 0.0524 -0.12
C -4.857086 -2.014948 1.166002 -0.0093 -0.0602 -0.0195 -0.13
C -3.572065 -1.802094 1.611634 0.0475 -0.0877 -0.0806 -0.06
C -2.550368 -1.242504 0.781693 -0.2109 -0.0620 -0.1425 -0.38
O -1.377474 -1.066530 1.243592 0.1427 -0.1303 -0.1239 -0.21
H 5.022070 1.514938 2.660542 -0.0046 0.0055 0.0039 0.10
H 6.611863 3.329385 2.166717 0.0002 -0.0019 -0.0008 0.09
H 6.212049 4.870942 0.247671 -0.0003 0.0013 -0.0011 0.08
H 4.209337 4.533482 -1.151923 -0.0005 0.0007 0.0003 0.10
H 2.325108 3.584417 -1.699591 0.0014 -0.0003 0.0016 0.12
H 0.708807 2.731272 -2.816888 -0.0005 0.0050 0.0067 0.11
H -0.457604 2.710554 -1.481901 -0.0040 -0.0084 0.0035 0.12
H 0.565038 0.212494 -2.875452 0.0063 0.0024 0.0162 0.12
H -0.953942 1.039132 -3.281222 0.0056 -0.0057 -0.0061 0.11
H -2.605173 0.043632 -2.454160 0.0076 -0.0069 -0.0031 0.12
H -4.547303 -0.825393 -1.967382 0.0048 -0.0008 -0.0007 0.10
H -6.238910 -1.850462 -0.493476 0.0008 -0.0002 0.0042 0.09
H -5.595942 -2.453833 1.834329 0.0146 0.0143 0.0087 0.09
H -3.275623 -2.052832 2.624885 -0.0122 -0.0380 0.0321 0.09
C -3.299266 -5.628190 0.794000 -0.0073 0.0136 0.0075 -0.06
C -2.133837 -6.157085 1.618201 -0.0069 0.0109 -0.0119 -0.19
N -1.205811 -5.102048 2.010858 0.0268 0.0186 0.0081 -0.03
C -0.163445 -4.806430 1.174920 -0.0227 -0.0138 0.0316 0.04
C 0.668621 -3.749099 1.293503 0.0458 -0.0021 0.0448 -0.03
C 1.660572 -3.515758 0.147541 -0.1222 -0.0687 -0.1525 -0.65
O 2.239170 -4.508157 -0.291785 -0.0178 0.0033 0.0229 0.01
O 1.684947 -2.325154 -0.269353 0.0755 0.0710 0.0514 -0.16
C 0.518854 -2.865181 2.419590 -0.0275 -0.1006 0.0105 -0.34
O 1.189883 -1.856349 2.645972 0.0485 0.0705 -0.0813 -0.03
C -0.557942 -3.239234 3.358895 -0.0057 0.0579 0.0477 -0.04
C -0.748582 -2.421081 4.473314 0.0363 0.0168 -0.0085 0.08
C -1.841110 -2.607388 5.261299 0.0112 -0.0005 -0.0182 -0.20
F -2.065024 -1.799105 6.332053 0.0114 0.0320 0.0273 0.06
C -2.793670 -3.588274 4.972467 0.0071 0.0043 -0.0449 -0.19
C -2.580638 -4.440649 3.912754 -0.0089 0.0290 -0.0170 0.06
C -1.443710 -4.290399 3.095349 -0.0555 -0.0143 -0.0082 -0.13
N -4.055454 -3.601950 5.658427 -0.0020 -0.0793 -0.0100 -0.10
C -4.854919 -2.431806 5.271461 -0.0464 0.0753 -0.0426 -0.12
C -6.163460 -2.457989 6.065361 -0.0028 0.0216 -0.0379 -0.08
N -6.384785 -3.883956 6.486789 -0.0019 -0.0135 0.0151 0.05
C -5.379031 -4.290459 7.533553 0.0054 -0.0097 -0.0051 -0.08
C -4.017777 -3.722427 7.110395 0.0096 -0.0223 0.0242 -0.14
H -3.968163 -6.444226 0.516589 -0.0077 0.0052 -0.0012 0.08
H -2.934554 -5.155049 -0.118153 0.0049 -0.0079 -0.0020 0.09
H -3.867556 -4.872324 1.338083 0.0039 -0.0082 0.0023 0.05
H -1.559171 -6.881958 1.043117 -0.0053 0.0000 -0.0046 0.12
H -2.475075 -6.676484 2.514910 -0.0023 -0.0010 -0.0014 0.11
H -0.023737 -5.490699 0.346787 0.0074 0.0045 -0.0034 0.15
H -0.037357 -1.624750 4.652908 0.0023 0.0030 0.0021 0.14
H -3.347535 -5.166906 3.685170 -0.0023 -0.0124 0.0073 0.11
H -5.047642 -2.489002 4.200638 -0.0220 0.0071 -0.0318 0.12
H -4.341912 -1.486276 5.469507 -0.0238 0.0207 -0.0161 0.11
H -7.014573 -2.128545 5.474429 0.0102 0.0077 0.0020 0.13
H -6.115935 -1.866101 6.977769 0.0007 0.0097 -0.0045 0.13
H -6.211541 -4.469645 5.666436 0.0050 0.0002 0.0050 0.18
H -7.335468 -4.041695 6.813167 0.0021 -0.0008 -0.0015 0.18
H -5.380921 -5.378137 7.563886 -0.0014 -0.0003 0.0022 0.13
H -5.723726 -3.898493 8.488571 0.0007 0.0015 0.0000 0.13
H -3.230469 -4.414319 7.401393 0.0029 0.0002 0.0041 0.14
H -3.821985 -2.768006 7.610173 -0.0041 -0.0096 -0.0065 0.13
O -0.515825 1.871973 1.560097 0.2036 -0.1292 0.0616 -0.58
S -1.784390 2.096329 2.305686 -0.2145 0.1426 -0.1099 0.98
C -1.443431 3.495504 3.437366 0.0687 -0.1059 0.0149 -0.26
C -0.288586 3.271000 4.365886 -0.0369 -0.0437 0.0130 -0.28
C -0.513412 3.189536 5.738807 -0.0038 -0.0260 -0.0159 -0.07
C 0.530947 2.926633 6.612538 -0.0037 0.0039 -0.0006 -0.09
C 1.813204 2.733861 6.117410 0.0250 0.0018 0.0215 -0.08
C 2.048446 2.824387 4.752976 -0.0174 0.0044 -0.0228 -0.05
C 1.006971 3.101711 3.879054 0.0010 -0.0233 -0.0183 -0.02
C -1.985562 0.733889 3.490468 -0.0692 0.2328 0.1553 -0.26
C -3.336909 0.830124 4.136105 0.0495 0.0146 0.0202 -0.27
C -4.490787 0.801873 3.350472 -0.0478 0.0137 -0.0310 -0.05
C -5.745124 0.921094 3.932140 -0.0058 -0.0278 -0.0495 -0.07
C -5.867696 1.063627 5.309145 0.0013 -0.0310 0.0402 -0.11
C -4.725545 1.080176 6.099807 -0.0349 0.0005 0.0155 -0.10
C -3.470938 0.966898 5.515385 0.0377 0.0301 0.0140 -0.06
H -2.370646 3.698629 3.977414 -0.0129 -0.0234 -0.0183 0.09
H -1.262431 4.316619 2.741719 -0.0024 -0.0087 -0.0187 0.10
H -1.514746 3.347273 6.124252 -0.0206 -0.0170 0.0022 0.10
H 0.344247 2.875736 7.678206 0.0022 -0.0024 -0.0031 0.10
H 2.629765 2.520279 6.795320 0.0006 0.0004 -0.0025 0.10
H 3.041747 2.676035 4.351167 0.0284 -0.0128 -0.0105 0.10
H 1.204949 3.159524 2.817433 -0.0122 -0.0213 -0.0309 0.11
H -1.161900 0.753619 4.205154 0.0116 0.0355 0.0323 0.11
H -1.888298 -0.143658 2.842457 0.0969 0.0199 0.0604 0.06
H -4.401301 0.678506 2.276625 -0.0195 0.0266 0.0783 0.11
H -6.627474 0.919186 3.302093 0.0276 -0.0136 0.0226 0.11
H -6.844894 1.184538 5.761186 -0.0148 0.0045 0.0009 0.10
H -4.808098 1.198310 7.172881 -0.0027 0.0225 0.0388 0.10
H -2.581491 0.980835 6.132757 0.0264 0.0234 0.0099 0.11
```
Positions in Å, forces in eV/Å.

Strongest force on any atom in hartree/bohr: 0.00595
Lowest unoccupied orbital energy in eV: -1.56
Energy above the lowest of the compared OMol25 structures with the same formula, charge and spin in kJ/mol: 0.0
E_tot in Ha: -3034.59238
Charge: 0
Multiplicity: 1
Frontier orbital gap in eV: 4.453

Entry 2:
The following is a DFT calculation (the ωB97M-V functional and the def2-TZVPD basis) of C46H46GeN4ReSSi as an isolated structure.

Geometry as XYZ:
```
100
Properties=species:S:1:pos:R:3:forces:R:3:lowdin_charge:R:1
Re 0.251539 1.243516 0.456497 0.2542 -0.2383 -0.5989 1.20
C 0.335443 -2.221933 -2.880770 -0.0014 -0.0552 -0.0491 -0.03
C 0.557397 -1.182756 -1.812929 0.0482 -0.0113 0.0214 -0.31
N -0.418998 -0.557732 -1.163561 -0.1110 0.0115 -0.0843 -0.02
N -1.671744 -1.090702 -1.279502 0.0794 0.2159 0.0841 -0.03
C -2.779088 -0.543217 -0.761898 0.0137 -0.1152 -0.0628 -0.91
N -3.848019 -1.453954 -0.785771 -0.0252 0.0651 0.0924 0.04
S -2.940352 1.002165 -0.208427 -0.0211 0.1084 -0.0352 0.67
C 1.873323 -0.804595 -1.472427 -0.0035 -0.0267 -0.0361 -0.27
C 3.035077 -1.276397 -2.154042 -0.0203 0.0198 -0.0071 -0.06
C 4.280358 -0.887009 -1.755224 0.0102 -0.0366 -0.0323 -0.12
C 4.420016 -0.014922 -0.654738 -0.0277 0.0048 0.0368 -0.11
C 3.260696 0.429571 -0.053638 -0.0136 -0.0214 -0.0313 -0.17
N 2.031489 0.090961 -0.435488 0.0504 0.0651 0.1298 -0.05
H -0.581505 -2.797585 -2.754734 0.0041 -0.0036 0.0148 0.06
H 1.142520 -2.953174 -2.886068 -0.0065 0.0176 0.0026 0.07
H 0.284658 -1.765033 -3.876181 -0.0050 0.0256 0.0145 0.08
H -1.763873 -2.028761 -1.631537 0.0124 -0.1377 0.0243 0.12
H -3.614660 -2.315540 -0.305691 0.0185 -0.1054 0.0565 0.07
H -4.644538 -1.026452 -0.336310 -0.0236 0.0130 -0.0021 0.05
H 2.925816 -1.939831 -3.001107 0.0077 0.0056 0.0004 0.09
H 5.153471 -1.253527 -2.284052 0.0015 0.0105 0.0068 0.09
H 5.383541 0.307312 -0.287940 0.0116 -0.0034 -0.0024 0.08
H 3.308784 1.105058 0.792735 0.0089 0.0240 -0.0111 0.08
C -0.194926 -0.444918 1.710639 -0.2387 0.1394 0.5250 -0.21
C -0.702224 -1.072708 2.642904 0.0196 -0.2103 -0.1491 -0.21
C -1.271303 -1.817457 3.709063 0.0418 -0.0236 0.0145 -0.22
C -1.706044 -3.158469 3.425386 -0.0108 0.0198 0.0495 -0.19
C -1.917904 -4.177009 4.393985 -0.0009 0.0358 -0.0206 -0.07
C -2.292809 -5.463279 4.045956 -0.0054 0.0170 -0.0074 -0.15
C -2.484603 -5.837091 2.718736 0.0282 0.0421 0.0397 -0.17
C -2.258339 -4.864696 1.744771 -0.0223 0.0182 -0.0877 -0.14
C -1.883318 -3.577739 2.079037 -0.0496 -0.0718 -0.0595 -0.06
C -1.341209 -1.165026 4.998873 -0.0026 0.0602 0.0243 -0.18
C -2.199096 -1.547381 6.060811 0.0358 0.0223 -0.0670 -0.07
C -2.242488 -0.854304 7.260595 0.0160 -0.0042 -0.0091 -0.14
C -1.446451 0.263056 7.484979 -0.0077 -0.0090 -0.0290 -0.16
C -0.616397 0.682591 6.445118 0.0065 -0.0190 -0.0281 -0.13
C -0.567662 0.000990 5.245241 -0.0048 -0.0655 0.0360 -0.05
H -1.728282 -3.962750 5.435043 0.0024 0.0021 0.0447 0.08
H -2.421974 -6.198593 4.834597 -0.0014 -0.0106 0.0176 0.08
H -2.774356 -6.846310 2.451765 -0.0084 0.0029 0.0029 0.07
H -2.378640 -5.129038 0.695833 0.0191 0.0512 0.0247 0.08
H -1.696310 -2.837953 1.310080 0.0473 -0.0188 -0.0842 0.07
H -2.885559 -2.369243 5.917970 -0.0091 -0.0346 0.0064 0.08
H -2.929851 -1.188909 8.032205 -0.0083 -0.0035 0.0031 0.08
H -1.486244 0.801646 8.424700 0.0020 -0.0055 -0.0054 0.07
H 0.005869 1.563616 6.571602 -0.0055 -0.0037 0.0040 0.08
H 0.077975 0.352598 4.449790 0.0064 -0.0039 0.0136 0.08
C 2.542074 2.967009 3.095981 0.0240 0.0191 0.0264 -0.19
Si 0.879565 3.748370 2.660051 -0.0169 -0.0418 -0.0271 0.37
C 0.291499 4.615084 4.238367 -0.0141 0.0318 0.0278 -0.20
C 1.199013 5.092342 1.380215 0.0283 0.0313 -0.0406 -0.20
C -0.348738 2.503027 2.088651 -0.0417 0.0413 0.1827 -0.45
H 3.170604 3.657601 3.668422 -0.0097 -0.0228 -0.0117 0.02
H 3.087515 2.690936 2.189939 -0.0122 0.0006 0.0316 -0.01
H 2.394768 2.060558 3.690765 0.0195 0.0183 -0.0266 0.03
H 1.026631 5.341200 4.602989 -0.0311 -0.0248 0.0025 0.01
H 0.111560 3.877807 5.027250 0.0004 0.0443 -0.0234 0.01
H -0.650314 5.143679 4.059685 0.0279 -0.0209 0.0181 0.02
H 1.766996 5.929081 1.801515 -0.0072 -0.0205 -0.0176 0.02
H 0.258415 5.486695 0.981326 0.0277 -0.0043 0.0179 0.02
H 1.754848 4.683097 0.532822 -0.0467 0.0238 0.0638 0.00
H -1.254551 3.043063 1.786293 -0.0358 0.0151 0.0165 -0.01
H -0.629939 1.869386 2.934949 -0.0186 -0.0152 -0.0036 -0.02
C 0.104395 2.456633 -0.828184 0.0175 0.2758 -0.0859 -0.47
Ge -0.510896 3.389532 -2.376249 0.0492 0.0098 0.0727 0.87
C 0.374093 5.152442 -2.477168 0.0315 0.0239 -0.0049 -0.26
C 1.742803 5.223496 -2.212748 0.0215 0.0168 0.0155 -0.12
C 2.431359 6.425303 -2.301144 -0.0313 -0.0022 -0.0131 -0.10
C 1.758709 7.587754 -2.658472 -0.0021 -0.0219 0.0021 -0.12
C 0.398117 7.536200 -2.925884 0.0019 -0.0308 0.0070 -0.11
C -0.284259 6.326846 -2.836852 0.0083 -0.0044 -0.0124 -0.11
C 0.078148 2.469155 -4.003313 0.0128 -0.0504 -0.0635 -0.25
C 1.144202 1.576613 -3.891764 0.0015 -0.0415 -0.0351 -0.10
C 1.673913 0.950977 -5.014330 -0.0473 -0.0001 0.0046 -0.09
C 1.137632 1.205114 -6.270323 0.0007 0.0049 0.0259 -0.11
C 0.075789 2.092545 -6.398052 0.0118 -0.0093 0.0310 -0.11
C -0.442402 2.721612 -5.272522 -0.0270 0.0182 -0.0307 -0.12
C -2.432673 3.740967 -2.402569 -0.0549 0.0773 0.0782 -0.31
C -2.955811 4.558723 -1.398790 -0.0225 -0.0224 0.0113 -0.13
C -4.321089 4.782446 -1.295174 -0.0050 -0.0028 -0.0329 -0.10
C -5.191304 4.194740 -2.205435 0.0288 0.0078 0.0131 -0.11
C -4.686370 3.380013 -3.208074 0.0005 0.0119 0.0194 -0.10
C -3.318356 3.154953 -3.300567 -0.0035 -0.0720 -0.0703 -0.12
H 2.275852 4.325277 -1.913803 -0.0296 0.0083 -0.0083 0.10
H 3.491892 6.456415 -2.080106 -0.0022 0.0051 -0.0011 0.09
H 2.292658 8.529303 -2.722233 -0.0093 -0.0118 0.0041 0.09
H -0.136833 8.438483 -3.200609 0.0063 0.0000 0.0009 0.09
H -1.348758 6.303784 -3.046092 -0.0018 -0.0117 0.0108 0.09
H 1.559798 1.363006 -2.912907 -0.0165 -0.0069 0.0142 0.08
H 2.500829 0.260346 -4.896613 0.0089 -0.0040 -0.0059 0.09
H 1.546017 0.715008 -7.147163 -0.0091 0.0026 0.0083 0.09
H -0.349205 2.296779 -7.374431 0.0105 -0.0039 -0.0032 0.09
H -1.267123 3.419118 -5.392220 0.0620 -0.0099 0.0097 0.09
H -2.289430 5.001420 -0.663732 -0.0076 -0.0090 -0.0307 0.10
H -4.707142 5.401684 -0.493628 0.0007 -0.0135 -0.0143 0.10
H -6.259689 4.356288 -2.119632 0.0131 -0.0031 -0.0017 0.09
H -5.359333 2.897524 -3.907325 -0.0060 0.0057 0.0023 0.09
H -2.945925 2.483343 -4.068119 -0.0168 0.0294 0.0560 0.09
```
Positions in Å, forces in eV/Å.

Strongest force on any atom in hartree/bohr: 0.01347
Lowest unoccupied orbital energy (alpha / beta) in eV: 4.12 / 4.11
Energy above the lowest of the compared OMol25 structures with the same formula, charge and spin in kJ/mol: 127.8
E_tot in Ha: -4842.24525
Charge: -2
Multiplicity: 4
Frontier orbital gap (alpha / beta) in eV: 4.063 / 4.133